8
Properties=species:S:1:pos:R:3:forces:R:3:nbo_charge:R:1 method="wB97M-V/def2-TZVPD" e_homo_ev=-10.70 lumo_ev=0.64 e_tot_ha=-489.65189 fmax_ha_per_bohr=0.07670 smiles="O=C(F)F.C#CF"
O 0.32117 0.13743 -1.96176 -0.42 0.25 -0.53 -0.519
C 0.06714 -0.87044 -1.43783 0.01 -0.44 1.54 1.126
F 0.92390 -1.87564 -1.30202 -0.76 0.08 -0.11 -0.303
F -1.04064 -1.14972 -0.72331 1.08 -0.01 -1.09 -0.305
C -0.68489 1.09003 1.57528 3.61 -1.04 -1.22 -0.389
C 0.41536 0.76128 1.16943 -2.40 1.05 0.87 0.407
F 1.56055 0.48219 0.66509 -0.13 -0.12 0.16 -0.260
H -1.56258 1.42488 2.01512 -0.99 0.23 0.39 0.241

8
Properties=species:S:1:pos:R:3:forces:R:3:nbo_charge:R:1 method="wB97M-V/def2-TZVPD" e_homo_ev=-10.24 lumo_ev=0.76 e_tot_ha=-489.68600 fmax_ha_per_bohr=0.05696
C 1.66181 1.51735 1.52695 0.14 -0.35 -0.33 0.496
C -1.22999 -0.53150 -0.66658 1.52 0.93 0.62 0.053
C 0.08542 -0.74258 -0.63011 1.73 -2.33 0.41 0.670
O 1.29313 2.32886 2.20583 -0.15 0.35 0.31 -0.496
F -1.84440 0.27398 -1.53498 0.08 -0.34 -0.27 -0.300
F 1.04463 -0.65368 -1.52474 -0.81 1.06 -0.77 -0.289
F 0.68777 -1.49664 0.34931 -1.67 0.95 -0.29 -0.323
H -1.69837 -0.69579 0.27432 -0.83 -0.28 0.32 0.189

14
Properties=species:S:1:pos:R:3:forces:R:3:nbo_charge:R:1 method="wB97M-V/def2-TZVPD" e_homo_ev=-10.23 lumo_ev=-2.44 e_tot_ha=-1227.25227 fmax_ha_per_bohr=0.10686
C -1.97699 0.81166 -0.62476 0.69 -1.13 1.15 0.687
C -0.84630 -0.17615 0.90441 2.68 -2.47 1.21 0.262
C 0.45167 -1.20209 1.79115 -3.93 1.04 -3.70 1.013
N -2.77931 0.55766 0.34095 -0.59 -0.29 0.60 -0.346
N -2.06044 -0.14896 1.35388 0.77 1.27 -1.79 -0.274
N -0.70880 0.29393 -0.42299 0.77 1.41 0.26 -0.636
O 2.86211 0.21582 -3.24888 0.98 1.17 1.90 -0.778
O 1.88128 1.07691 -1.20220 1.10 0.34 0.07 -0.865
F -2.31016 1.44836 -1.71509 0.19 0.07 -0.23 -0.275
F 0.78904 -2.13671 0.88239 -0.76 -0.73 0.30 -0.335
F 1.57614 -0.60054 1.98720 0.70 1.38 1.58 -0.300
F -0.13669 -1.73674 2.86199 1.06 0.59 -0.71 -0.292
S 3.09003 0.90886 -1.98027 -1.80 -1.42 -2.04 1.672
H 0.16844 0.68801 -0.92778 -1.86 -1.23 1.38 0.468

no.,HOMO-LUMO gap (eV)
1,11.344
2,11.001
3,7.790